#a
ORCA calculation (the ωB97M-V functional and the def2-TZVPD basis) on the molecule C2H2N2OS2.

```
9
Properties=species:S:1:pos:R:3
C -0.569 0.087 -0.509
C 0.367 -0.508 0.317
H -1.656 2.235 -0.852
H 1.778 1.743 0.887
N -1.641 -0.710 -0.419
N -1.559 -1.620 0.378
O -0.228 -1.518 0.881
S -0.291 1.586 -1.340
S 1.873 0.102 0.987
```

Values from the calculation:
SMILES: Sc1nnoc1S
E_LUMO (eV): -0.42

#b
ORCA calculation (the ωB97M-V functional and the def2-TZVPD basis) on the molecule C2H2N2OS2.

```
9
Properties=species:S:1:pos:R:3
C 0.701 0.282 0.023
C -0.700 0.102 -0.009
H 1.552 -1.558 1.081
H -0.963 -1.875 -0.933
N 0.934 1.547 -0.032
N -1.311 1.271 0.005
O -0.288 2.175 0.015
S 1.979 -0.933 -0.046
S -1.707 -1.317 0.035
```

Values from the calculation:
SMILES: Sc1nonc1S
E_LUMO (eV): 0.36

#c
ORCA calculation (the ωB97M-V functional and the def2-TZVPD basis) on the molecule C2H2N2OS2.

```
9
Properties=species:S:1:pos:R:3
C -0.472 -1.177 0.184
C -1.075 0.780 -1.954
N -0.372 0.071 0.173
N -0.428 0.983 -0.877
O -3.108 -1.426 -1.768
S -0.733 -2.409 -1.107
S -1.777 -1.069 -2.287
H -0.380 -1.714 1.236
H -0.140 1.910 -0.611
```

Values from the calculation:
SMILES: O=S1#CNN=CS1
E_LUMO (eV): -0.47

#d
ORCA calculation (the ωB97M-V functional and the def2-TZVPD basis) on the molecule C2H2N2OS2.

```
9
Properties=species:S:1:pos:R:3
C -0.076 1.421 0.273
C 0.490 -1.608 -0.062
H -1.843 0.910 -0.661
H 0.427 -2.678 -0.066
N -0.874 0.580 -0.495
N 1.159 -1.052 0.863
O -0.355 2.537 0.584
S -0.322 -0.748 -1.379
S 1.394 0.638 0.942
```

Values from the calculation:
SMILES: O=C1NSC=NS1
E_LUMO (eV): -0.03

The most stable of them is #d.

#a
ORCA calculation (the ωB97M-V functional and the def2-TZVPD basis) on a cluster of 9 separate species, C10H38N2O9 in total.

```
59
Properties=species:S:1:pos:R:3
C -20.166 10.026 12.743
O -19.238 10.925 12.302
H -21.094 10.504 13.057
H -20.494 9.356 11.948
H -19.877 9.505 13.656
H -19.315 10.979 11.347
C -20.659 17.251 6.226
O -20.217 18.597 6.490
H -21.391 17.137 5.426
H -19.752 16.733 5.912
H -21.004 16.924 7.206
H -20.204 18.710 7.443
C -21.858 5.241 11.187
O -21.919 3.816 11.020
H -21.426 5.722 10.310
H -22.901 5.551 11.245
H -21.269 5.401 12.091
H -21.012 3.524 10.905
C -18.686 15.452 14.580
O -19.093 15.464 13.247
H -19.599 15.420 15.174
H -18.135 14.584 14.940
H -18.108 16.355 14.780
H -19.102 14.560 12.926
C -19.919 11.243 7.491
O -20.231 12.335 8.294
H -18.835 11.245 7.374
H -20.139 10.359 8.090
H -20.395 11.237 6.511
H -21.181 12.336 8.433
C -15.067 13.768 10.640
O -15.103 12.611 11.515
H -14.036 13.879 10.303
H -15.675 13.629 9.747
H -15.434 14.659 11.150
H -16.006 12.315 11.649
C -25.097 13.522 9.528
O -24.218 13.184 10.532
H -24.829 14.464 9.050
H -24.839 12.762 8.790
H -26.165 13.549 9.745
H -24.455 13.777 11.249
C -16.198 15.082 3.012
O -17.192 15.549 2.526
N -16.041 14.194 3.977
N -15.035 15.418 2.547
H -16.887 13.900 4.445
H -15.102 14.065 4.325
H -14.912 16.074 1.788
H -14.311 14.946 3.069
C -27.854 12.308 5.411
C -26.597 12.804 4.707
O -25.466 12.017 5.020
H -28.085 11.295 5.084
H -28.650 13.013 5.170
H -27.803 12.400 6.496
H -26.575 13.821 5.100
H -26.801 12.899 3.641
H -24.786 12.125 4.351
```

Values from the calculation:
SMILES: NC(N)=O.CCO.CO.CO.CO.CO.CO.CO.CO
E_LUMO (eV): 0.09

#b
ORCA calculation (the ωB97M-V functional and the def2-TZVPD basis) on a cluster of 8 separate species, C10H38N2O9 in total.

```
59
Properties=species:S:1:pos:R:3
O 2.525 0.850 -1.426
H 1.892 0.495 -0.703
H 3.157 0.050 -1.434
O -2.262 -0.718 3.053
H -1.435 -0.201 3.171
H -2.170 -1.376 3.744
O 0.104 1.333 2.629
H 0.609 2.010 3.076
H 0.603 0.830 1.949
O 0.778 -0.089 0.454
H 1.077 -1.013 0.620
H -0.247 -0.150 0.340
O 3.639 1.289 3.022
H 2.961 1.667 2.484
H 3.414 1.527 3.924
C -1.356 2.390 -0.884
C -2.417 1.222 -1.046
C -2.319 0.608 -2.453
O -3.217 -0.459 -2.678
C -4.605 -0.207 -2.368
N -2.116 0.166 -0.042
H -1.493 2.808 0.131
H -1.685 3.266 -1.474
H -0.332 2.078 -1.016
H -3.437 1.608 -0.803
H -1.318 0.201 -2.764
H -2.482 1.438 -3.208
H -4.777 0.753 -2.715
H -4.871 -0.263 -1.293
H -5.287 -0.932 -2.852
H -2.383 -0.739 -0.288
H -2.588 0.281 0.809
C -1.109 -3.197 -0.086
C 0.239 -3.556 -0.659
C 1.079 -4.115 0.534
O 1.380 -2.947 1.307
C 2.018 -3.194 2.528
N 0.192 -4.545 -1.770
H -1.874 -2.850 -0.845
H -1.073 -2.529 0.825
H -1.506 -4.132 0.337
H 0.862 -2.797 -1.053
H 1.969 -4.625 0.157
H 0.505 -4.789 1.145
H 1.428 -3.942 3.146
H 2.049 -2.203 3.056
H 3.053 -3.489 2.401
H -0.720 -4.984 -1.755
H 0.249 -4.084 -2.667
C 2.272 4.567 -1.348
C 2.884 4.256 0.052
O 1.993 3.473 0.820
O 1.458 3.621 -1.996
H 3.149 4.866 -1.927
H 1.566 5.445 -1.163
H 3.072 5.236 0.597
H 3.801 3.689 0.103
H 1.232 3.358 0.237
H 1.869 2.741 -1.934
```

Values from the calculation:
SMILES: COC[C@H](C)N.COC[C@H](C)N.OCCO.O.O.O.O.O
E_LUMO (eV): 0.51

The most stable of them is #b.

#a
ORCA calculation (the ωB97M-V functional and the def2-TZVPD basis) on a structure of composition H22O11Xe.

```
34
Properties=species:S:1:pos:R:3
Xe 0.521 0.288 0.311
O 3.486 -0.077 -2.207
H 4.160 -0.741 -2.352
H 3.766 0.381 -1.415
O -1.065 1.770 -2.288
H -0.276 1.559 -2.787
H -1.261 2.677 -2.521
O -1.649 -0.961 -2.470
H -2.100 -0.829 -3.303
H -1.276 -0.104 -2.261
O 3.384 -1.967 1.174
H 2.677 -1.666 1.745
H 2.949 -2.511 0.519
O 1.506 -1.813 -2.996
H 0.589 -1.628 -3.199
H 1.750 -1.144 -2.357
O -0.305 3.446 2.001
H 0.553 3.389 2.421
H -0.128 3.841 1.147
O 1.248 -1.647 3.226
H 1.767 -1.225 3.910
H 0.484 -1.080 3.120
O -2.465 2.318 0.490
H -2.525 3.091 -0.072
H -1.717 2.494 1.060
O -1.135 0.532 3.836
H -1.076 1.398 4.239
H -0.918 -0.077 4.542
O -0.868 -3.449 -0.439
H 0.075 -3.611 -0.404
H -0.948 -2.570 -0.810
O -3.440 -0.120 -0.551
H -2.921 0.571 -0.140
H -2.839 -0.536 -1.169
```

Values from the calculation:
E_LUMO (eV): -0.46

#b
ORCA calculation (the ωB97M-V functional and the def2-TZVPD basis) on a structure of composition H22O11Xe.

```
34
Properties=species:S:1:pos:R:3
Xe 0.193 -0.267 0.418
O -1.326 3.299 -0.111
H -0.495 2.916 -0.392
H -1.537 3.939 -0.790
O -2.848 -2.414 -0.241
H -2.480 -3.289 -0.120
H -3.041 -2.110 0.646
O 1.002 -1.912 4.035
H 0.142 -2.230 3.760
H 0.851 -1.002 4.291
O -2.726 1.591 -1.548
H -2.180 2.097 -0.946
H -2.309 0.730 -1.584
O 3.258 -1.859 -0.186
H 2.560 -2.236 -0.722
H 3.241 -2.369 0.624
O 0.634 2.662 -1.851
H 1.288 3.293 -2.150
H 0.206 2.362 -2.654
O -2.307 -0.901 -2.457
H -1.434 -1.036 -2.827
H -2.384 -1.569 -1.776
O 3.678 0.828 0.475
H 3.276 -0.023 0.303
H 4.601 0.630 0.632
O 2.742 1.404 3.137
H 2.833 1.179 2.211
H 2.721 2.361 3.150
O -3.961 0.557 0.795
H -3.557 0.900 -0.002
H -3.913 1.281 1.419
O 1.442 -3.106 -1.870
H 0.819 -3.152 -1.144
H 1.009 -2.556 -2.523
```

Values from the calculation:
E_LUMO (eV): -0.31

The most stable of them is #b.

#a
ORCA calculation (the ωB97M-V functional and the def2-TZVPD basis) on a cluster of 9 separate species, C5H28NO10 in total.

```
44
Properties=species:S:1:pos:R:3
C -2.906 -1.569 -0.249
N -1.712 -1.139 0.508
C -0.483 -1.250 -0.313
C 0.590 -0.273 0.214
C 0.855 0.894 -0.790
O 0.210 2.037 -0.389
C 0.090 -2.686 -0.324
O 1.204 -2.769 -1.156
H -2.932 -2.598 -0.557
H -3.803 -1.374 0.377
H -2.981 -0.880 -1.164
H -1.636 -1.748 1.402
H -0.786 -0.992 -1.355
H 0.277 0.203 1.181
H 1.535 -0.820 0.436
H 1.938 1.120 -0.808
H 0.556 0.601 -1.818
H -0.802 2.416 -1.365
H 0.460 -2.985 0.669
H -0.726 -3.351 -0.657
H -1.987 0.811 1.081
H -0.993 1.912 0.662
O -1.749 1.691 1.288
H -0.687 1.646 2.657
H 0.740 2.254 2.758
O 0.134 1.641 3.208
H -1.908 0.556 -4.191
H -0.266 -0.730 -3.563
O -1.590 0.290 -3.355
H 0.992 2.774 0.716
H 2.454 2.469 1.406
O 1.651 3.037 1.510
H 1.296 -0.623 -3.924
H 1.095 -2.293 -1.998
O 0.578 -1.258 -3.740
H 2.726 -1.102 2.676
H 3.193 -1.714 1.379
O 3.542 -1.337 2.155
H 0.569 -1.276 2.806
H 0.819 0.067 3.372
O 1.192 -0.824 3.356
H -2.384 2.289 -1.331
H -1.545 1.174 -2.716
O -1.677 2.405 -1.984
```

Values from the calculation:
Net charge: -1
E_LUMO (eV): 2.91

#b
ORCA calculation (the ωB97M-V functional and the def2-TZVPD basis) on a cluster of 10 separate species, C5H28NO10 in total.

```
44
Properties=species:S:1:pos:R:3
C -1.434 1.792 -1.193
O -2.729 2.204 -1.622
C -0.363 2.077 -2.308
C 1.013 2.390 -1.745
C 1.636 1.074 -1.249
C 2.381 -0.020 0.675
N 1.902 1.027 0.173
H -1.250 2.443 -0.361
H -1.294 0.717 -1.053
H -0.924 2.824 -2.890
H -0.333 1.323 -3.102
H 0.945 3.179 -0.992
H 1.665 2.870 -2.480
H 2.551 0.848 -1.805
H 1.002 0.282 -1.644
H 2.619 0.041 1.736
H 2.558 -0.993 0.245
H 0.208 -2.032 -1.391
H 1.012 -3.854 -0.737
O 1.257 -2.917 -0.715
H -3.130 1.344 -1.785
H -2.483 0.613 -3.035
O -2.811 0.003 -2.361
H -0.799 1.232 1.239
H 0.173 2.442 1.456
O -0.579 1.952 1.834
H -0.381 -0.737 -0.971
H -2.236 -0.781 -2.249
O -0.546 -1.385 -1.669
H 1.100 -0.413 4.792
H 0.390 0.532 3.788
O 0.659 0.448 4.694
H 0.639 -2.865 1.812
H 1.409 -2.501 0.549
O 1.337 -2.226 1.602
H 2.132 -2.189 -2.102
H 3.596 -2.069 -2.210
O 2.808 -1.607 -2.536
H 1.266 -1.978 3.414
H -0.195 -2.193 3.932
O 0.726 -2.244 4.196
H -3.816 0.148 1.465
H -4.265 -1.047 0.579
O -4.548 -0.422 1.259
```

Values from the calculation:
Net charge: -1
E_LUMO (eV): 2.83

The most stable of them is #a.

#a
ORCA calculation (the ωB97M-V functional and the def2-TZVPD basis) on a cluster of 2 separate species, C11H15NO in total.

```
28
Properties=species:S:1:pos:R:3
C -1.318 2.455 -0.544
C 0.894 1.304 -0.077
C -0.444 1.486 0.129
C 0.295 -0.324 1.339
C -0.893 0.380 0.930
C 0.404 -1.332 2.261
C -2.045 -0.113 1.512
C -0.806 -1.876 2.684
C -2.018 -1.264 2.308
N 1.409 0.248 0.656
H 1.481 1.937 -0.706
H 2.240 0.196 1.222
H -1.114 3.531 -0.472
H -2.384 2.479 -0.247
H 1.331 -1.720 2.653
H -2.958 0.468 1.419
H -0.825 -2.611 3.466
H -2.924 -1.517 2.851
H -1.448 2.192 -1.600
C 1.310 -0.824 -2.623
C 2.200 0.402 -2.957
O 0.072 -0.876 -3.233
H 1.865 -1.709 -2.979
H 1.408 -1.155 -1.580
H 1.784 1.380 -2.692
H -0.504 -0.146 -3.026
H 2.431 0.402 -4.011
H 3.149 0.313 -2.428
```

Values from the calculation:
SMILES: Cc1c[nH]c2ccccc12.CCO
E_LUMO (eV): 0.83

#b
ORCA calculation (the ωB97M-V functional and the def2-TZVPD basis) on a cluster of 2 separate species, C11H15NO in total.

```
28
Properties=species:S:1:pos:R:3
C 1.508 3.060 -0.777
C 2.936 1.823 0.931
C 1.736 2.094 0.322
C 1.591 0.116 1.515
C 0.858 1.036 0.722
C 0.978 -0.931 2.185
C -0.463 0.729 0.404
C -0.365 -1.165 1.897
C -1.063 -0.384 0.954
N 2.863 0.628 1.639
H 3.933 2.043 0.567
H 3.688 0.071 1.766
H 0.750 3.811 -0.512
H 1.211 2.615 -1.727
H 1.478 -1.558 2.911
H -1.038 1.350 -0.276
H -0.868 -1.928 2.476
H -2.067 -0.746 0.865
H 2.363 3.707 -0.991
C -2.649 -1.243 -1.979
C -1.568 -2.309 -1.821
O -3.549 -1.339 -0.821
H -2.227 -0.243 -1.963
H -3.320 -1.574 -2.766
H -0.727 -2.115 -2.496
H -3.010 -1.811 -0.184
H -1.776 -3.361 -2.045
H -1.204 -2.378 -0.794
```

Values from the calculation:
SMILES: Cc1c[nH]c2ccccc12.CCO
E_LUMO (eV): 0.87

#c
ORCA calculation (the ωB97M-V functional and the def2-TZVPD basis) on a cluster of 2 separate species, C11H15NO in total.

```
28
Properties=species:S:1:pos:R:3
C -0.720 -0.318 2.589
C -1.205 0.822 3.490
O -1.680 -1.381 2.381
H -0.456 -0.036 1.583
H 0.077 -0.923 3.030
H -1.177 1.708 2.818
H -2.569 -1.069 2.224
H -0.564 1.051 4.342
H -2.273 0.825 3.732
C -2.017 -1.112 -1.983
C 0.188 -0.219 -0.887
C -1.055 -0.054 -1.554
C 0.912 1.006 -0.993
C -1.029 1.193 -2.116
C 0.773 -1.334 -0.245
C 2.228 1.089 -0.619
C 2.057 -1.185 0.244
C 2.834 -0.027 -0.103
N 0.163 1.816 -1.834
H 0.137 -2.178 -0.022
H -3.000 -0.696 -2.224
H -2.377 -1.548 -1.006
H -1.605 1.321 -3.030
H 0.299 2.804 -1.960
H 2.708 2.027 -0.939
H 2.540 -1.978 0.790
H 3.886 -0.176 0.087
H -1.648 -1.841 -2.701
```

Values from the calculation:
SMILES: Cc1c[nH]c2ccccc12.CCO
E_LUMO (eV): 0.84

The most stable of them is #b.

#a
ORCA calculation (the ωB97M-V functional and the def2-TZVPD basis) on the molecule C20H24ClNO4.

```
50
Properties=species:S:1:pos:R:3
C 1.179 6.520 0.710
H 1.125 7.274 1.494
O 1.436 5.306 1.368
C 1.568 4.179 0.614
C 1.450 4.116 -0.763
C 1.598 2.909 -1.433
C 1.876 1.747 -0.741
C 1.999 1.804 0.647
C 1.851 2.995 1.333
O 1.950 3.138 2.685
C 2.276 2.007 3.452
H 2.330 2.357 4.482
H 1.508 1.229 3.376
H 3.245 1.587 3.163
H 2.222 0.893 1.181
C 1.972 0.423 -1.444
H 2.367 0.555 -2.452
H 2.633 -0.249 -0.896
C 0.583 -0.234 -1.546
N -0.016 -0.415 -0.246
C 0.014 -1.593 0.409
O 0.458 -2.612 -0.079
C -0.556 -1.556 1.824
H 0.283 -1.686 2.512
C -1.538 -2.713 2.010
C -2.878 -2.414 1.331
H -3.361 -1.568 1.831
H -3.546 -3.281 1.402
O -2.747 -1.985 -0.008
C -2.436 -2.877 -0.988
C -2.226 -2.321 -2.251
C -1.911 -3.116 -3.331
C -1.808 -4.488 -3.158
C -2.023 -5.056 -1.916
C -2.337 -4.255 -0.832
H -2.496 -4.725 0.125
H -1.940 -6.124 -1.789
Cl -1.412 -5.494 -4.508
H -1.744 -2.679 -4.303
H -2.313 -1.252 -2.359
H -1.726 -2.892 3.070
H -1.082 -3.605 1.578
H -1.039 -0.600 2.029
H -0.332 0.417 0.227
H 0.670 -1.224 -1.997
H -0.077 0.390 -2.155
H 1.500 2.887 -2.508
H 1.240 5.007 -1.333
H 0.227 6.494 0.169
H 1.983 6.781 0.013
```

Values from the calculation:
SMILES: COc1ccc(CCNC(=O)CCCOc2ccc(Cl)cc2)cc1OC
E_LUMO (eV): 0.61

#b
ORCA calculation (the ωB97M-V functional and the def2-TZVPD basis) on a structure of composition C20H24ClNO4.

```
50
Properties=species:S:1:pos:R:3
C -4.526 -0.494 2.356
H -3.582 -1.064 2.690
O -4.191 -0.070 0.899
C -3.201 0.557 0.598
C -2.354 0.959 1.388
C -1.345 1.808 1.176
C -1.139 1.985 -0.050
C -1.959 1.583 -1.269
C -3.085 0.841 -0.849
O -3.901 0.206 -1.603
C -3.807 0.591 -2.960
H -3.886 1.538 -3.390
H -2.778 -0.234 -3.415
H -4.551 -0.058 -3.407
H -1.759 1.720 -2.323
C 0.041 2.881 -0.626
H 0.595 2.205 -1.534
H -0.309 3.802 -1.073
C 1.319 3.359 0.188
N 1.869 2.133 0.881
C 3.137 1.797 0.364
O 3.725 2.573 -0.152
C 3.741 0.711 1.253
H 4.014 1.009 2.349
C 4.943 0.166 0.222
C 4.653 -0.710 -0.840
H 5.496 -1.217 -1.349
H 4.043 0.091 -1.524
O 3.810 -1.988 -0.473
C 2.576 -2.033 -0.365
C 2.048 -3.075 0.044
C 0.653 -3.384 0.170
C -0.160 -2.295 -0.014
C 0.265 -1.286 -0.604
C 1.612 -1.052 -0.780
H 2.030 0.147 -1.169
H -0.374 -0.364 -1.015
Cl -1.892 -2.498 0.506
H 0.290 -4.235 0.730
H 2.621 -3.839 0.441
H 5.541 -0.785 1.279
H 5.491 0.877 0.442
H 2.874 -0.195 1.393
H 1.314 1.304 1.353
H 0.700 3.891 1.014
H 2.134 3.790 -0.260
H -0.566 2.209 1.926
H -2.396 0.835 2.636
H -5.437 -1.033 2.168
H -4.897 0.461 2.932
```

Values from the calculation:
E_LUMO (eV): 0.69

The most stable of them is #a.